No. 1
The following is a DFT calculation (ωB97M-V/def2-TZVPD) of C13H24BrIInO5 as an isolated structure at a distorted geometry.

Properties
charge = -1
F_max = 0.0534 Eh/bohr
lowest unoccupied orbital energy = 2.4 eV
E = -3947.7750 Ha
orbital gap = 7.0 eV

The geometry in XYZ format:
```
45
Properties=species:S:1:pos:R:3:forces:R:3:lowdin_charge:R:1
C -4.71076 0.98359 -0.47182 -0.944 -0.735 -0.565 -0.14
C -4.71206 -0.51049 0.23736 -0.473 -0.086 0.644 -0.42
C -3.88511 -0.58514 1.65338 0.096 0.933 -0.990 -0.82
I -4.71954 -2.35079 2.73097 0.191 0.940 -0.138 0.55
In -1.74369 -1.20679 1.09469 -0.606 -0.030 -0.920 0.20
Br -0.14425 -1.30976 3.17285 -0.157 0.008 -0.122 -0.07
C -0.95516 0.12517 -0.60868 0.475 -0.270 -0.460 -0.28
C -0.82800 -0.90378 -1.91945 0.569 0.649 1.925 -0.34
O -2.10199 -1.09469 -2.63031 0.443 1.295 0.261 -0.17
H -3.79867 1.10172 -1.19757 -1.706 -0.051 1.616 0.04
H -4.79478 1.87399 0.28563 0.398 -1.814 -1.350 0.08
H -5.70215 1.01843 -1.13491 2.167 0.047 1.283 0.08
H -4.25958 -1.32407 -0.50580 -1.000 1.785 1.490 0.10
H -5.82998 -0.84224 0.49253 2.276 0.872 -0.845 0.06
H -3.92639 0.39603 2.30015 -0.508 -2.099 -1.120 0.03
H -1.91090 -2.91269 0.45123 0.173 0.646 0.312 -0.05
H 0.11312 0.46218 -0.25920 -2.015 -0.483 -1.015 0.02
H -1.63688 1.05368 -0.82058 1.388 -1.633 0.197 0.02
H 0.05182 -0.50225 -2.58297 -1.929 -0.945 0.779 0.09
H -0.55918 -1.96189 -1.43685 -0.511 2.215 -1.537 0.09
H -2.60293 -0.23502 -2.75859 1.352 -1.357 0.516 0.08
O 2.15091 -0.21104 -1.54198 0.820 -1.938 -0.847 0.09
C 2.62831 -1.15179 -2.15457 -0.786 1.743 1.515 -0.46
O 2.36317 -2.46287 -1.88079 -0.089 0.742 0.024 0.03
C 3.17248 -3.28876 -2.71667 0.028 -0.662 -0.003 -0.17
C 3.54633 -2.42173 -3.89030 0.302 -0.191 -0.878 -0.17
C 3.61724 -1.04668 -3.27579 0.041 -0.026 -0.598 -0.09
H 4.04774 -3.61374 -2.14441 -0.052 0.017 -0.012 0.13
H 2.60361 -4.17053 -3.02565 -0.020 0.164 0.282 0.13
H 4.47504 -2.73222 -4.37636 -0.127 -0.050 0.072 0.12
H 2.74661 -2.44783 -4.64049 0.130 -0.038 0.122 0.12
H 4.60703 -0.83693 -2.86088 -0.115 0.139 0.001 0.13
H 3.32394 -0.27292 -3.98900 0.158 0.114 0.383 0.13
O 1.70346 5.04585 2.03512 -0.031 -1.022 1.550 0.08
C 1.69456 4.06185 2.75613 0.257 1.428 -1.308 -0.46
O 1.78969 4.10414 4.11751 -0.073 0.666 -0.661 0.02
C 1.85730 2.77190 4.62381 0.020 -0.438 0.535 -0.18
C 1.25273 1.90680 3.54910 -0.208 -0.808 0.113 -0.21
C 1.62566 2.64052 2.28578 -0.380 -0.317 0.046 -0.08
H 2.90651 2.52399 4.81579 -0.026 0.050 -0.002 0.12
H 1.29987 2.70551 5.56268 0.158 0.235 -0.109 0.13
H 1.60939 0.87375 3.57666 -0.202 0.219 0.053 0.05
H 0.16123 1.89094 3.65590 0.235 -0.129 0.008 0.11
H 2.60916 2.33863 1.91510 -0.097 0.090 -0.140 0.14
H 0.86508 2.51793 1.51125 0.381 0.129 -0.107 0.13
```
Positions in Å, forces in eV/Å.

***

No. 2
The following is a DFT calculation (ωB97M-V/def2-TZVPD) of C27H25N4O2PPbS2 as an isolated structure.

Properties
charge = +2
F_max = 0.0149 Eh/bohr
lowest unoccupied orbital energy (alpha / beta) = -7.9 / -8.9 eV
E = -2743.3686 Ha
orbital gap (alpha / beta) = 4.8 / 3.8 eV
energy relative to the best compared isomer or geometry (same formula, charge and spin) = 15.72 kcal/mol

The geometry in XYZ format:
```
62
Properties=species:S:1:pos:R:3:forces:R:3:lowdin_charge:R:1
Pb -0.14156 -0.14996 0.25967 -0.004 -0.062 0.093 1.37
C 7.20245 -1.06298 0.94880 0.018 0.054 0.012 -0.03
C 6.89180 0.27383 1.18156 -0.010 -0.024 -0.001 -0.04
C 5.59016 0.72020 1.03292 0.058 0.033 -0.103 -0.08
C 4.59184 -0.19100 0.67024 -0.135 -0.102 -0.261 -0.38
C 4.90791 -1.52867 0.42547 -0.002 -0.110 0.070 -0.08
C 6.21597 -1.96208 0.56782 -0.053 -0.018 -0.004 -0.05
P 2.88344 0.32782 0.55782 0.272 0.432 0.574 1.07
C 2.88182 2.08725 0.15614 -0.079 -0.095 -0.093 -0.41
C 2.52245 3.06832 1.08388 0.006 0.032 0.053 -0.10
C 2.52245 4.40602 0.70796 -0.008 -0.043 -0.004 -0.06
C 2.86603 4.76609 -0.59013 0.003 0.007 -0.002 -0.04
C 3.22464 3.79203 -1.51746 0.006 -0.018 0.010 -0.05
C 3.23132 2.45553 -1.14885 0.028 0.025 -0.015 -0.09
C 2.13771 0.17283 2.20530 -0.018 -0.209 0.131 -0.46
C 2.94154 0.06084 3.35187 0.105 0.014 0.015 -0.05
C 2.34336 -0.01909 4.60095 0.018 0.019 -0.100 -0.03
C 0.95959 -0.01668 4.72516 -0.065 -0.020 -0.020 -0.02
C 0.14633 0.07338 3.59512 0.150 0.019 0.186 -0.09
C 0.76469 0.14771 2.36585 -0.451 0.052 -0.508 -0.35
H 8.22414 -1.40231 1.05836 -0.011 0.008 -0.001 0.12
H 7.66768 0.96966 1.47270 -0.015 -0.019 -0.005 0.12
H 5.35635 1.76502 1.19499 -0.027 -0.011 0.011 0.11
H 4.13652 -2.22955 0.12675 0.020 0.023 0.008 0.11
H 6.46518 -2.99748 0.37772 -0.002 0.024 0.004 0.12
H 2.27044 2.79155 2.10150 0.002 0.006 -0.030 0.11
H 2.26928 5.16932 1.43311 0.007 -0.026 -0.016 0.12
H 2.86838 5.81046 -0.87714 0.002 -0.044 0.010 0.12
H 3.51053 4.07633 -2.52223 -0.019 -0.010 0.031 0.12
H 3.52479 1.69963 -1.87032 -0.014 0.018 0.018 0.12
H 4.02018 0.06836 3.26000 0.009 -0.008 0.014 0.11
H 2.96785 -0.09716 5.48112 -0.009 -0.008 -0.006 0.12
H 0.49558 -0.14130 5.69618 0.057 0.018 -0.003 0.13
H -0.92630 -0.00535 3.69245 0.010 0.008 -0.035 0.05
N -6.15570 3.87478 5.86422 0.091 -0.090 -0.104 0.15
C -5.60056 2.76443 5.32367 -0.076 0.134 0.110 -0.29
C -4.23666 2.47248 5.52852 0.034 0.033 0.031 -0.01
C -3.68038 1.33763 4.99663 -0.023 -0.036 0.005 -0.05
C -4.46981 0.46933 4.23303 -0.084 0.163 0.063 -0.32
C -5.82387 0.74586 4.01852 0.053 0.045 -0.011 -0.05
C -6.37990 1.87998 4.55570 -0.079 -0.019 -0.025 -0.01
S -3.79183 -0.96500 3.58769 0.232 -0.304 -0.008 0.62
O -4.82682 -1.79607 3.04060 -0.063 0.008 -0.012 -0.34
O -2.78688 -1.50293 4.44604 0.008 0.078 0.005 -0.26
N -2.87958 -0.37798 2.27269 0.082 0.103 -0.125 -0.01
C -3.37682 -0.34309 1.09130 0.019 0.043 -0.013 -0.65
S -5.00612 -0.80540 0.55704 -0.050 -0.048 0.140 1.19
C -4.62244 -0.31655 -1.00295 0.034 0.054 -0.183 -0.32
C -3.30988 0.12325 -1.10174 0.118 0.004 -0.063 -0.22
N -2.61379 0.12334 0.03540 -0.086 -0.158 0.030 -0.13
H -5.62850 4.47310 6.47307 0.009 -0.002 0.021 0.11
H -7.13960 4.05359 5.77965 -0.017 -0.015 0.008 0.11
H -3.63713 3.13904 6.13597 -0.005 -0.014 -0.009 0.12
H -2.64139 1.10034 5.19350 -0.060 -0.011 -0.022 0.11
H -6.43538 0.04967 3.45941 0.021 0.011 0.014 0.12
H -7.43369 2.08573 4.41419 0.021 -0.007 -0.002 0.12
H -5.33459 -0.38092 -1.81297 0.034 0.010 0.035 0.09
H -2.84466 0.44036 -2.02742 -0.047 -0.024 0.040 0.13
N -0.27812 2.20888 -0.40043 0.021 0.096 0.077 0.00
H 0.35411 2.44976 -1.16177 -0.017 -0.011 -0.007 0.06
H -0.03873 2.83439 0.36696 -0.023 -0.040 -0.012 0.06
H -1.22674 2.43017 -0.68959 0.008 0.037 -0.014 0.06
```
Positions in Å, forces in eV/Å.